C27H33HfN3P2Se | ωB97M-V/def2-TZVPD

The calculation puts the lowest unoccupied orbital energy at -6.634 eV. The HOMO energy is -13.11 eV. As for the HOMO-LUMO gap: 6.5 eV. As for the energy relative to the best compared isomer or geometry (same formula, charge and spin): 0.000 eV. As for the total charge: +2.

Positions of all 67 atoms, in Å:
H 3.236213 0.800049 3.497571
H 1.973254 -1.862805 -3.544501
H -0.597449 3.935332 -4.957604
Hf 0.083343 0.643516 -0.081434
H -0.534603 -1.060267 -0.450820
C -3.218224 -4.448434 1.587935
Se -0.683898 -1.222785 1.827762
H 3.527329 0.155557 -3.049358
N -1.164351 -3.969979 0.881984
H 2.660693 3.400654 2.575796
H -4.630532 -2.223289 2.601374
H -1.350414 -6.628752 -0.292585
N -2.832378 -3.207438 2.088432
C 3.158653 -1.659010 -0.885355
C -0.540541 5.578537 1.248394
H 0.442162 -0.938542 -3.448917
H 3.782996 -1.950578 -1.736755
C 0.465871 1.774986 3.516295
C 1.713207 1.478086 -4.486911
H 2.271312 0.729345 -5.066428
H -5.141256 -4.810083 2.489165
H -3.818244 -3.039586 3.954691
H -1.130672 1.821071 -0.819873
C 0.467114 4.788377 1.821828
H 3.061856 2.773134 0.944086
C 0.081712 3.259075 -4.434773
C -1.620047 -2.862902 1.570719
H 3.531667 0.242340 1.817601
C -3.316482 -7.048644 0.587101
H -0.284373 -3.994568 0.403691
H 2.703110 -2.539639 -0.422705
H -5.236300 -7.141300 1.601797
C -4.336519 -5.209411 1.881465
H 0.011673 0.858834 3.904501
H -3.126649 -1.520255 3.281432
C -2.183649 -6.254315 0.293443
C 1.077722 2.477293 -2.353614
C -0.822558 5.487428 -0.100752
C 2.239717 2.972816 1.649779
H 3.757566 -1.121580 -0.142977
C -0.174132 4.528495 -0.926314
N 1.101622 2.442811 -0.961343
H 3.448008 1.200409 -1.605265
H 1.111889 2.232352 4.271271
C -3.642339 -2.455633 3.031444
H -1.558246 6.157705 -0.554490
H -1.085114 6.272273 1.874168
H -3.363258 -8.073407 0.231042
C 1.136951 3.844177 1.052488
H 0.698575 4.899601 2.890301
C 0.710338 3.602172 -0.290291
H 2.391522 -0.645978 2.840423
C -0.485153 4.324035 -2.267045
C -2.173692 -4.962541 0.822761
C -4.368091 -6.524857 1.366601
C 0.234633 3.408250 -3.029812
C 0.787132 2.305185 -5.140565
C 1.161949 -1.538181 -2.887540
P 1.440734 1.387529 2.038096
C 1.872634 1.566031 -3.109116
H -0.354932 2.456417 3.273438
C 2.787133 0.345332 2.610379
H 0.630694 2.187002 -6.206818
P 1.838730 -0.589622 -1.492193
C 2.840854 0.666920 -2.358037
H -1.299824 4.905583 -2.743206
H 0.633352 -2.404330 -2.481856

Atoms 1-2, force components in eV/Å:
0.1 -0.2 -0.1
-0.1 0.0 0.0

These are the Mulliken partial charges, in e, on atoms 1 to 8: 0.463, 0.435, 0.459, 0.291, -0.222, 0.629, -0.348, 0.668